No. 1
Below is a structure of composition C25H39Cl2MoO4PS in a non-equilibrium geometry, with properties calculated with ωB97M-V/def2-TZVPD.

Cartesian coordinates (Å):
P -0.55110 -0.05470 0.48669
C -2.01974 0.51724 -0.66379
C -2.84662 1.77325 -0.33652
C -4.00786 2.01570 -1.32254
C -3.68618 1.80908 -2.81622
C -2.74686 0.63570 -3.10512
C -1.55844 0.54348 -2.12947
C 0.72661 1.32156 0.18621
C 0.18389 2.71797 -0.04399
C 1.33110 3.72256 -0.15835
C 2.39418 3.32689 -1.20002
C 2.78287 1.84546 -1.19610
C 1.59414 0.89954 -0.99971
C -1.28145 0.64870 2.07881
C -2.59124 -0.03088 2.48463
C -3.26433 0.75963 3.61919
C -2.34041 0.99340 4.82452
C -0.91343 1.40863 4.44720
C -0.33116 0.60005 3.27497
H -2.68797 -0.35626 -0.53626
H -2.20215 2.66281 -0.35155
H -3.26509 1.72974 0.68151
H -4.37940 3.04131 -1.17268
H -4.83310 1.34439 -1.04548
H -4.63241 1.64816 -3.34921
H -3.26103 2.73481 -3.23369
H -3.30663 -0.30601 -3.05714
H -2.35526 0.72617 -4.12529
H -0.97397 -0.36092 -2.36066
H -0.89748 1.40503 -2.31211
H 1.36529 1.31421 1.08637
H 1.80612 3.81211 0.82804
H -0.49702 3.04165 0.75478
H -0.37783 2.70281 -0.98443
H 0.90642 4.70379 -0.40616
H 3.29047 3.93585 -1.03171
H 2.03234 3.59204 -2.20399
H 3.27413 1.60023 -2.14434
H 3.52058 1.65184 -0.40462
H 1.96647 -0.11460 -0.82766
H 1.00123 0.85452 -1.92582
H -1.46725 1.70676 1.83854
H -3.29053 -0.13725 1.64276
H -2.35987 -1.04857 2.83531
H -3.61056 1.73164 3.23583
H -4.16064 0.21972 3.94740
H -2.28520 0.05920 5.39730
H -2.78302 1.75219 5.48377
H -0.25769 1.28868 5.31642
H -0.89969 2.47735 4.19064
H 0.66686 0.98975 3.02967
H -0.19880 -0.44767 3.58582
Mo 1.40239 -3.44793 1.18661
Cl 2.09631 -1.33285 1.89023
Cl -0.89426 -3.16310 1.03729
C 2.38272 -3.97474 -0.45267
H 2.52920 -5.04585 -0.67164
C 3.70317 -1.60129 -3.77982
C 3.21855 -2.90479 -3.97919
C 2.81337 -3.67817 -2.89735
C 2.83046 -3.15864 -1.56707
C 3.34795 -1.84155 -1.39546
C 3.81337 -1.09314 -2.47986
H 4.01857 -0.99056 -4.62524
H 3.17189 -3.31701 -4.98768
H 2.49167 -4.70808 -3.04453
H 3.46161 -1.44686 -0.38410
H 4.29384 -0.11828 -2.31971
O 2.55420 -7.35442 2.96236
S 1.91855 -7.00677 1.71628
O 0.49190 -7.09202 1.63157
O 1.94737 -4.97193 1.84391
O 2.68591 -7.16079 0.50426

LUMO energy (spin up / spin down) (eV): 4.22 / 4.22
HOMO-LUMO gap (spin up / spin down) (eV): 3.85 / 5.05
Multiplicity: 3
Net charge: -2
F_max (Eh/bohr): 0.0977

No. 2
Below is a structure of composition C25H40B2F4N8O5SSr in a non-equilibrium geometry, with properties calculated with ωB97M-V/def2-TZVPD.

Cartesian coordinates (Å):
Sr -0.46797 -1.00399 0.20752
C -4.52878 0.83149 2.83411
C -3.32626 0.47820 1.91645
N -3.11436 -0.68511 1.38856
O -4.12777 -1.59520 1.57261
B -3.84196 -2.67851 2.58328
F -4.76312 -3.69793 2.43687
F -3.75594 -2.12408 3.89513
O -2.44601 -3.30248 2.27462
N -1.48490 -2.38650 2.33028
C -0.79378 -2.44085 3.40628
C -1.15933 -3.44900 4.51852
C 0.10323 -1.32147 3.68411
N 0.51345 -0.60634 2.66297
O 1.24599 0.50949 2.97728
B 0.34695 1.84088 3.07122
F 1.06431 2.93902 3.37177
F -0.66649 1.60705 3.98198
O -0.16494 2.00582 1.59110
N -1.19410 1.19392 1.23653
C -2.34691 1.54697 1.70525
C -2.53807 2.99196 2.16039
C 0.56657 -1.00263 5.06223
H -5.08010 1.72473 2.47650
H -4.19939 1.00502 3.86759
H -5.27267 0.03243 2.70134
H -0.25880 -3.76871 5.11482
H -1.50516 -4.33947 3.99579
H -1.83786 -3.02169 5.25118
H -2.34898 3.19872 3.18681
H -3.55749 3.31689 1.99040
H -1.89623 3.58204 1.53057
H 0.90312 -1.82974 5.74683
H -0.29194 -0.62683 5.61388
H 1.36691 -0.25612 4.98446
C 6.93107 0.29460 2.22718
C 5.54093 -0.37258 2.10027
C 5.58210 -1.82571 1.60560
N 4.24090 -2.39985 1.56793
C 3.41582 -2.51911 0.56180
S 1.91982 -3.39379 0.75319
N 3.71698 -1.90904 -0.68523
C 2.79120 -1.15724 -1.39434
O 1.80311 -0.69375 -0.85208
C 3.14325 -0.81350 -2.76838
C 2.15116 -0.19595 -3.54102
C 2.29607 -0.07726 -4.91535
C 3.45465 -0.50554 -5.55825
C 4.50503 -0.97545 -4.75247
C 4.36628 -1.08684 -3.34951
H 6.99468 1.18937 1.61339
H 7.73856 -0.38049 1.90117
H 7.20457 0.44262 3.27439
H 4.86328 0.20003 1.41826
H 5.07065 -0.30571 3.10558
H 6.17425 -2.46797 2.32260
H 6.08154 -2.00198 0.64085
H 3.72351 -2.59893 2.45970
H 4.69986 -1.94469 -1.12080
H 1.23549 0.09346 -3.03442
H 1.46239 0.39026 -5.48871
H 3.56874 -0.35073 -6.64446
H 5.49070 -1.21995 -5.21691
H 5.26655 -1.43804 -2.79536
C -3.95518 3.32298 -5.10303
C -2.58271 2.81456 -4.72652
N -2.58537 1.60973 -3.85835
C -3.63728 0.62882 -4.06271
C -4.75749 0.50509 -2.96602
C -1.66186 1.36004 -2.87543
C -0.77575 2.47669 -2.46957
N -1.56880 0.23338 -2.22465
H -3.87306 4.29923 -5.55658
H -4.65808 3.47928 -4.21955
H -4.43889 2.64045 -5.82384
H -2.01153 3.63629 -4.24436
H -2.00361 2.51508 -5.61167
H -3.16284 -0.32078 -4.31104
H -4.16555 0.95903 -4.99865
H -4.26642 0.16217 -2.04908
H -5.43210 -0.25221 -3.35470
H -5.32345 1.43706 -2.85209
H -0.13316 2.80186 -3.24866
H -0.06426 2.13014 -1.67327
H -1.23190 3.36441 -1.99505
H -2.28511 -0.44755 -2.53906

LUMO energy (spin up / spin down) (eV): -8.44 / -10.24
HOMO-LUMO gap (spin up / spin down) (eV): 4.95 / 3.16
Net charge: +2
F_max (Eh/bohr): 0.0515

No. 3
Below is a structure of composition C25H40BLaO4 in a non-equilibrium geometry, with properties calculated with ωB97M-V/def2-TZVPD.

Cartesian coordinates (Å):
O 0.52244 -0.90368 -4.18032
C 0.53474 0.19823 -5.21516
C 0.56459 -0.65148 -6.45082
H 1.36506 0.92252 -5.25069
H -0.45301 0.61765 -5.08178
C 0.40838 -1.73706 -5.38804
H 1.51206 -0.76866 -6.97643
H -0.22681 -0.27117 -7.09848
C 1.57951 -2.67342 -5.51340
H 2.56089 -2.19601 -5.46114
H 1.55076 -3.05683 -6.53677
H 1.44319 -3.50172 -4.81909
C -0.92724 -2.48534 -5.55943
H -1.83845 -1.84003 -5.59840
H -0.93744 -3.33797 -4.83363
H -0.84055 -2.94118 -6.56973
La -0.00888 -1.04535 -0.79143
C -1.77560 -0.71305 1.49211
C -1.60761 0.65296 1.18749
C -2.34252 0.90438 0.02094
H -1.12286 1.39414 1.81502
C -2.94811 -0.29987 -0.41583
C -2.56137 -1.31759 0.47641
H -2.99033 -2.30885 0.50109
H -1.58534 -1.16671 2.45301
H -2.51598 1.88461 -0.40594
H -3.71173 -0.42491 -1.16736
C 0.65435 -2.21150 1.45467
C 0.39534 -3.24460 0.49900
C 1.48825 -3.28111 -0.42230
H -0.44465 -3.93417 0.50036
C 2.40583 -2.28336 -0.03796
C 1.88524 -1.59893 1.10015
H 2.39266 -0.81519 1.65851
H 0.10646 -2.06082 2.39588
H 1.65493 -4.05553 -1.15089
H 3.41794 -2.18157 -0.40076
O -0.48142 1.64497 -2.61661
C -1.87053 1.40600 -2.95554
C -2.72437 2.69403 -2.68835
H -2.27689 0.61107 -2.28113
H -1.96182 0.91953 -3.99479
C -1.81519 3.76085 -2.12915
H -3.45535 2.33339 -1.93358
H -3.22922 2.91544 -3.67106
C -0.40505 3.02188 -1.98028
H -2.19109 4.35031 -1.25278
H -1.76200 4.53953 -2.94076
H -0.17385 2.89887 -0.91963
H 0.45423 3.44330 -2.52152
C 1.66891 -0.85488 6.11371
C 0.73292 0.14960 5.45307
C -0.30467 0.58437 6.45462
O 0.01326 -0.55875 4.36535
B 0.66129 -0.22862 3.21146
O 1.61432 0.75360 3.31106
C 1.47790 1.30032 4.68281
C 0.64313 2.57765 4.55388
C 2.85488 1.68039 5.16265
H 1.07295 -1.71449 6.44645
H 2.15134 -0.40471 6.99630
H 2.44821 -1.22899 5.43289
H -0.82965 -0.31195 6.81192
H 0.17189 1.08927 7.31045
H -1.03235 1.26796 6.00055
H 0.55237 3.10246 5.51913
H 1.15781 3.24077 3.84041
H -0.36641 2.38166 4.16136
H 3.51388 0.80947 5.22992
H 3.28337 2.39640 4.44998
H 2.80308 2.16241 6.14834

LUMO energy (spin up / spin down) (eV): 0.36 / 0.53
HOMO-LUMO gap (spin up / spin down) (eV): 6.85 / 4.67
F_max (Eh/bohr): 0.0528